Version 1
13
Properties=species:S:1:pos:R:3:mulliken_charge:R:1 method="wB97M-V/def2-TZVPD" molar_mass_g_mol=118.2 total_charge=0 gap_ha=0.3541 e_homo_ha=-0.339 lumo_energy_ev=0.410
C -0.102 -1.221 -0.207 -0.34
C -1.426 -0.577 0.116 -0.30
C -0.113 1.251 -0.393 0.57
H 2.492 -0.245 1.261 0.14
H -0.203 -1.801 -1.118 0.27
H 0.445 -1.679 0.934 0.25
H -1.941 -1.218 -0.650 0.17
H -1.995 -0.716 1.028 0.34
H 1.077 2.723 -0.033 0.23
N 0.721 0.176 -0.515 -0.15
N 0.016 2.487 0.076 -0.61
O -1.359 0.732 -0.319 -0.38
S 2.389 0.088 -0.180 -0.17

***

Version 2
13
Properties=species:S:1:pos:R:3:mulliken_charge:R:1 method="wB97M-V/def2-TZVPD" molar_mass_g_mol=118.2 total_charge=0 smiles="C=NNC(=S)OC" gap_ha=0.3391 e_homo_ha=-0.315 lumo_energy_ev=0.658
C -2.693 -0.097 -0.007 -0.21
N -1.674 -0.856 -0.004 -1.04
N -0.384 -0.378 -0.007 0.39
C 0.154 0.879 0.003 0.66
S -0.638 2.325 -0.004 -0.42
O 1.495 0.905 0.000 -0.30
C 2.287 -0.280 -0.010 -0.79
H -2.672 0.988 0.004 0.20
H -3.630 -0.623 0.014 0.26
H 0.244 -1.171 -0.001 0.32
H 2.101 -0.896 0.914 0.33
H 3.311 0.082 -0.005 0.24
H 2.100 -0.878 -0.896 0.36

***

Which of them is most stable, and which least? Most stable: version 2; least stable: version 1.

***

Version 1
13
Properties=species:S:1:pos:R:3:mulliken_charge:R:1 method="wB97M-V/def2-TZVPD" molar_mass_g_mol=118.2 total_charge=0 gap_ha=0.3171 e_homo_ha=-0.326 lumo_energy_ev=-0.249
C -0.512 0.844 0.368 0.49
C 0.862 0.866 0.793 -1.04
C -0.974 -0.639 0.076 0.26
H -1.713 1.346 -1.095 0.32
H -0.043 1.846 -1.344 0.32
H -0.817 1.285 1.504 0.13
H 0.987 0.761 1.801 0.45
H 1.398 1.801 0.316 0.34
H 0.339 -2.081 -0.972 0.35
N -0.763 1.781 -0.564 -0.66
N 0.217 -1.419 0.275 -0.45
O -2.082 -0.971 0.005 -0.43
S 1.504 -0.385 -0.353 -0.07

***

Version 2
13
Properties=species:S:1:pos:R:3:mulliken_charge:R:1 method="wB97M-V/def2-TZVPD" molar_mass_g_mol=118.2 total_charge=0 smiles=c1csnn1.CO gap_ha=0.3562 e_homo_ha=-0.350 lumo_energy_ev=0.181
C 1.218 0.985 0.399 -0.25
C 2.512 0.882 0.795 -0.44
S 3.345 0.063 -0.429 0.15
N 1.994 -0.110 -1.315 -0.54
N 0.971 0.275 -0.706 0.00
H 0.328 1.234 0.926 0.50
H 2.933 1.295 1.577 0.51
C -2.581 -0.919 -0.208 -0.50
O -1.532 -0.002 -0.062 -0.50
H -2.760 -1.114 -1.312 0.21
H -3.520 -0.454 0.076 0.18
H -2.320 -1.808 0.409 0.24
H -0.590 -0.326 -0.150 0.44

***

Version 3
13
Properties=species:S:1:pos:R:3:mulliken_charge:R:1 method="wB97M-V/def2-TZVPD" molar_mass_g_mol=118.2 total_charge=0 gap_ha=0.3298 e_homo_ha=-0.314 lumo_energy_ev=0.442
C -0.016 0.101 -0.170 0.55
C 1.811 -0.734 1.091 -0.51
C -1.144 0.081 -1.053 -0.90
N 0.848 -1.121 0.128 -0.50
N 0.184 1.057 0.766 -0.31
O 2.786 1.892 0.770 -0.54
S 1.775 1.154 1.568 0.42
H 1.814 -1.183 2.012 0.37
H 2.745 -0.995 0.687 0.34
H -1.942 -0.735 -0.678 0.23
H -0.927 -0.323 -2.107 0.28
H -1.483 1.117 -1.118 0.31
H -0.541 1.749 0.983 0.26

***

Version 4
13
Properties=species:S:1:pos:R:3:mulliken_charge:R:1 method="wB97M-V/def2-TZVPD" molar_mass_g_mol=118.2 total_charge=0 smiles="C=NNC(=O)SC" gap_ha=0.3692 e_homo_ha=-0.339 lumo_energy_ev=0.827
C 0.087 3.017 -0.925 -0.30
N 0.018 1.895 -0.328 -0.52
N 0.136 0.771 -1.086 0.12
C 0.077 -0.483 -0.529 0.50
O 0.189 -1.475 -1.205 -0.58
S -0.166 -0.510 1.235 0.00
C -0.164 -2.300 1.422 -0.79
H 0.231 3.113 -2.026 0.21
H -0.008 3.908 -0.307 0.25
H 0.283 0.814 -2.073 0.25
H -0.300 -2.505 2.463 0.33
H -0.966 -2.733 0.853 0.27
H 0.822 -2.714 1.053 0.25

***

Which of them is most stable, and which least? Most stable: version 4; least stable: version 1.

***

Version 1
13
Properties=species:S:1:pos:R:3:mulliken_charge:R:1 method="wB97M-V/def2-TZVPD" molar_mass_g_mol=118.2 total_charge=0 gap_ha=0.3545 e_homo_ha=-0.329 lumo_energy_ev=0.696
C 1.499 -0.546 -1.427 -0.73
S 1.871 0.660 0.033 -0.04
C 0.544 0.563 1.285 0.00
N -0.478 -0.085 1.472 -0.48
N -1.105 -0.892 0.508 0.01
C -1.764 -0.027 -0.429 0.03
O -2.790 -0.267 -1.053 -0.51
H 0.611 -0.116 -1.906 0.24
H 2.416 -0.556 -2.021 0.34
H 1.099 -1.619 -1.104 0.26
H 0.726 1.422 2.092 0.25
H -1.700 -1.667 0.966 0.32
H -1.352 1.015 -0.574 0.33

***

Version 2
13
Properties=species:S:1:pos:R:3:mulliken_charge:R:1 method="wB97M-V/def2-TZVPD" molar_mass_g_mol=118.2 total_charge=0 smiles="C1=NSCCON1" gap_ha=0.3382 e_homo_ha=-0.306 lumo_energy_ev=0.886
C 0.777 -1.503 -0.031 0.12
N -0.477 -1.478 -0.134 -0.44
S -1.638 -0.300 0.095 0.00
C -0.872 1.344 -0.219 -0.52
C 0.528 1.535 0.309 -0.54
O 1.480 0.748 -0.362 -0.23
N 1.731 -0.481 0.241 -0.36
H 1.328 -2.438 0.042 0.32
H -1.634 2.036 0.149 0.35
H -0.807 1.523 -1.303 0.29
H 0.587 1.351 1.337 0.37
H 0.899 2.554 0.214 0.34
H 2.612 -0.749 -0.161 0.29

***

Which of them is most stable, and which least? Most stable: version 1; least stable: version 2.